*a*
C4H2N2O3 | wB97M-V/def2-TZVPD

Last column: natural (NBO) charge in e.
Geometry (Å):
O: 2.768 -0.171 0.670  -0.424
C: 1.680 -0.488 0.294  0.596
C: 0.393 0.273 0.286  -0.313
C: -0.503 -0.566 -0.241  -0.047
N: 0.131 -1.807 -0.551  -0.092
N: 1.324 -1.793 -0.274  -0.190
H: 0.289 1.275 0.648  0.246
H: -1.550 -0.460 -0.453  0.227
O: 4.148 -3.002 -0.098  -0.509
C: 4.041 -2.281 -0.978  1.036
O: 3.956 -1.569 -1.871  -0.530

Values from the calculation:
Gap between HOMO and LUMO   8.01 eV
Spin multiplicity   1
Molecular weight   126.1 g mol⁻¹
Net charge   0

*b*
C4H2N2O3 | wB97M-V/def2-TZVPD

Last column: natural (NBO) charge in e.
Geometry (Å):
O: -2.298 -1.528 0.829  -0.514
C: -1.351 -0.878 0.481  0.948
O: -0.986 -0.685 -0.832  -0.422
C: 0.130 0.024 -0.818  0.383
C: 1.170 0.624 -1.551  -0.377
C: 1.948 1.323 -0.620  -0.053
N: 1.535 1.133 0.676  -0.247
N: 0.480 0.348 0.459  0.092
O: -0.435 -0.212 1.314  -0.288
H: 1.361 0.610 -2.630  0.247
H: 2.897 1.868 -0.748  0.231

Values from the calculation:
Gap between HOMO and LUMO   10.36 eV
Spin multiplicity   1
Molecular weight   126.1 g mol⁻¹
Net charge   0

The data favor *a*; the next most stable structure lies 0.0526 hartree above it.

*a*
C3H4FNOS | wB97M-V/def2-TZVPD

Last column: natural (NBO) charge in e.
Geometry (Å):
C: 1.787 0.149 -0.356  -0.635
C: 0.539 -0.282 0.432  0.115
F: 0.020 -1.566 0.152  -0.337
C: -0.608 0.603 0.171  0.280
N: -1.562 1.212 -0.189  -0.320
H: 1.479 0.191 -1.430  0.227
H: 2.088 1.197 -0.031  0.247
H: 2.451 -0.676 -0.326  0.239
H: 0.821 -0.310 1.479  0.211
O: -3.921 0.165 0.491  -0.732
S: -3.094 -0.681 -0.394  0.704

Values from the calculation:
Gap between HOMO and LUMO   6.57 eV
Spin multiplicity   1
Molecular weight   121.1 g mol⁻¹
Net charge   0

*b*
C3H4FNOS | wB97M-V/def2-TZVPD

Last column: natural (NBO) charge in e.
Geometry (Å):
C: -0.431 -0.553 0.305  -0.255
C: 0.837 0.126 0.111  0.118
C: -0.006 1.391 0.021  -0.042
N: -1.231 0.675 0.184  -0.534
O: -3.329 -0.945 0.295  -0.870
F: 1.678 0.081 1.260  -0.371
S: -2.971 0.491 0.160  1.083
H: -0.688 -1.372 -0.465  0.223
H: -0.401 -1.012 1.356  0.244
H: 1.483 -0.069 -0.734  0.191
H: 0.310 2.371 0.344  0.212

Values from the calculation:
Gap between HOMO and LUMO (spin up / spin down)   7.12 / 8.06 eV
Spin multiplicity   1
Molecular weight   121.1 g mol⁻¹
Net charge   0

The data favor *a*; the next most stable structure lies 0.0116 hartree above it.

*a*
C3H2O | wB97M-V/def2-TZVPD

Last column: natural (NBO) charge in e.
Geometry (Å):
C: -0.097 -1.486 0.225  -0.135
C: -0.280 -0.302 0.080  -0.139
C: -0.026 1.120 -0.144  0.362
O: 0.143 1.593 -1.241  -0.471
H: 0.186 -2.515 0.308  0.244
H: 0.130 1.720 0.770  0.139

Values from the calculation:
Gap between HOMO and LUMO   10.70 eV
Spin multiplicity   1
Molecular weight   54.0 g mol⁻¹
Net charge   0

*b*
C3H2O | wB97M-V/def2-TZVPD

Last column: natural (NBO) charge in e.
Geometry (Å):
C: 0.981 -0.067 0.033  -0.176
C: -0.176 -0.557 -0.382  -0.366
C: -1.299 -0.043 -0.350  0.632
O: -2.282 0.409 0.066  -0.457
H: 1.539 -0.641 0.751  0.190
H: 1.238 0.899 -0.119  0.177

Values from the calculation:
Gap between HOMO and LUMO   8.58 eV
Spin multiplicity   1
Molecular weight   54.0 g mol⁻¹
Net charge   0

The data favor *a*; the next most stable structure lies 0.0237 hartree above it.

*a*
C3H2O | wB97M-V/def2-TZVPD

Last column: natural (NBO) charge in e.
Geometry (Å):
C: 0.463 0.959 1.109  -0.126
C: 0.139 0.220 0.218  -0.147
C: -0.322 -0.694 -0.812  0.362
O: 0.129 -0.742 -1.926  -0.468
H: 0.757 1.600 1.916  0.241
H: -1.167 -1.343 -0.506  0.137

Values from the calculation:
Gap between HOMO and LUMO   10.72 eV
Spin multiplicity   1
Molecular weight   54.0 g mol⁻¹
Net charge   0

*b*
C3H2O | wB97M-V/def2-TZVPD

Last column: natural (NBO) charge in e.
Geometry (Å):
C: -1.305 0.609 0.264  -0.135
C: -0.201 0.238 -0.037  -0.137
C: 1.073 -0.438 -0.188  0.358
O: 1.184 -1.453 -0.833  -0.469
H: -2.310 0.813 0.559  0.243
H: 1.921 0.011 0.364  0.139

Values from the calculation:
Gap between HOMO and LUMO   10.68 eV
Spin multiplicity   1
Molecular weight   54.0 g mol⁻¹
Net charge   0

The data favor *a*; the next most stable structure lies 0.0022 hartree above it.

*a*
C32H39N5STl | wB97M-V/def2-TZVPD

Last column: Mulliken charge in e.
Geometry (Å):
Tl: 0.042 -1.311 -0.765  0.777
N: 3.159 -0.214 0.049  0.202
N: 1.109 1.410 -2.125  0.955
C: -2.049 0.371 1.223  0.813
C: -1.202 1.485 1.467  0.586
C: -0.059 1.028 2.170  0.340
C: 1.116 1.835 2.560  -1.752
H: 1.039 2.859 2.171  0.378
H: 2.059 1.403 2.192  0.281
H: 1.190 1.903 3.655  0.428
C: -0.195 -0.370 2.373  0.508
C: 0.816 -1.255 2.993  -0.946
H: 0.672 -1.298 4.084  0.332
H: 1.842 -0.903 2.807  0.289
H: 0.748 -2.284 2.616  -0.167
C: -1.438 -0.776 1.806  -0.010
C: -1.978 -2.157 1.781  -1.176
H: -1.190 -2.924 1.727  0.193
H: -2.662 -2.324 0.936  0.238
H: -2.546 -2.356 2.703  0.316
C: -1.406 2.874 1.009  -1.500
H: -1.218 3.582 1.828  0.427
H: -2.428 3.030 0.648  0.435
H: -0.719 3.137 0.188  0.064
C: -3.291 0.357 0.421  -1.328
H: -3.262 -0.383 -0.398  -0.007
H: -3.482 1.333 -0.042  0.169
H: -4.160 0.112 1.052  0.431
C: 4.167 -1.074 0.197  -0.146
H: 4.159 -1.677 1.113  0.319
C: 5.178 -1.240 -0.760  -0.840
H: 5.927 -2.013 -0.592  0.355
C: 5.199 -0.391 -1.878  -0.411
H: 6.012 -0.455 -2.598  0.380
C: 4.187 0.553 -2.025  -1.002
H: 4.143 1.270 -2.841  0.310
C: 3.150 0.592 -1.042  0.948
C: 2.006 1.433 -1.078  -1.288
H: 1.538 1.654 -0.121  0.381
C: -0.134 0.833 -1.945  -1.495
C: 1.193 2.009 -3.401  -0.726
H: 2.093 2.489 -3.732  0.485
C: -0.009 1.867 -3.973  -0.664
H: -0.376 2.186 -4.930  0.534
N: -0.812 1.126 -3.091  0.952
C: -2.225 0.890 -3.240  -0.070
C: -3.122 1.922 -2.928  1.043
C: -4.493 1.677 -3.067  -0.856
H: -5.197 2.483 -2.857  0.287
C: -4.963 0.431 -3.477  0.856
C: -6.429 0.185 -3.670  -1.506
H: -6.817 -0.488 -2.895  0.293
H: -6.619 -0.288 -4.642  0.357
H: -6.984 1.126 -3.617  0.371
C: -4.053 -0.597 -3.718  -1.214
H: -4.414 -1.580 -4.024  0.313
C: -2.675 -0.384 -3.602  1.250
C: -1.736 -1.509 -3.900  -1.430
H: -1.045 -1.270 -4.719  0.261
H: -2.336 -2.369 -4.217  0.424
H: -1.149 -1.843 -3.028  0.021
C: -2.679 3.272 -2.464  -1.743
H: -2.546 3.960 -3.311  0.341
H: -1.747 3.257 -1.886  0.096
H: -3.461 3.705 -1.826  0.465
C: 2.752 -4.363 1.999  -0.597
N: 1.702 -4.968 1.195  0.340
C: 1.012 -6.124 1.512  -0.209
C: 0.090 -6.319 0.531  -0.662
N: 0.262 -5.297 -0.387  0.120
C: 1.288 -4.472 -0.012  -0.306
S: 2.072 -3.276 -0.920  -0.285
H: 2.815 -3.310 1.729  -0.094
H: 2.498 -4.443 3.061  0.404
H: 3.722 -4.840 1.824  0.279
H: 1.241 -6.685 2.408  0.440
H: -0.635 -7.103 0.390  0.410
H: -0.224 -5.175 -1.271  0.235

Values from the calculation:
Gap between HOMO and LUMO   4.56 eV
Spin multiplicity   1
Molecular weight   730.1 g mol⁻¹
Net charge   -1

*b*
C32H39N5STl | wB97M-V/def2-TZVPD

Last column: Mulliken charge in e.
Geometry (Å):
Tl: 0.221 0.824 0.230  0.372
N: -1.920 2.091 -1.556  0.287
N: 1.089 0.306 -2.380  0.685
C: 0.100 -1.796 1.511  0.197
C: -0.591 -2.227 0.343  0.866
C: -1.792 -1.483 0.224  0.221
C: -2.772 -1.517 -0.899  -1.595
H: -2.374 -2.083 -1.761  0.435
H: -3.028 -0.494 -1.239  0.248
H: -3.713 -2.001 -0.568  0.344
C: -1.856 -0.571 1.316  0.378
C: -2.859 0.510 1.482  -0.247
H: -3.699 0.203 2.141  0.342
H: -3.264 0.825 0.499  0.287
H: -2.381 1.398 1.931  -0.536
C: -0.676 -0.765 2.125  0.239
C: -0.256 0.074 3.284  -0.772
H: -0.627 1.113 3.175  0.125
H: 0.851 0.143 3.351  0.152
H: -0.635 -0.321 4.247  0.299
C: -0.107 -3.211 -0.666  -1.579
H: -0.873 -3.989 -0.852  0.418
H: 0.821 -3.702 -0.327  0.411
H: 0.098 -2.699 -1.630  0.065
C: 1.468 -2.198 1.953  -1.046
H: 2.098 -1.305 2.151  -0.030
H: 1.974 -2.789 1.173  0.030
H: 1.416 -2.801 2.884  0.383
C: -2.411 3.338 -1.601  0.175
H: -3.015 3.686 -0.757  0.094
C: -2.175 4.250 -2.636  -0.910
H: -2.677 5.215 -2.609  0.389
C: -1.327 3.856 -3.670  -0.506
H: -1.166 4.478 -4.544  0.375
C: -0.705 2.620 -3.595  -1.032
H: -0.048 2.199 -4.352  0.294
C: -0.996 1.750 -2.502  1.199
C: -0.293 0.484 -2.427  -1.418
H: -0.857 -0.456 -2.424  0.235
C: 1.677 -0.119 -1.202  -1.456
C: 2.051 0.367 -3.396  -0.855
H: 1.788 0.713 -4.344  0.617
C: 3.228 -0.002 -2.840  -0.666
H: 4.191 -0.084 -3.289  0.549
N: 3.010 -0.289 -1.492  1.092
C: 3.949 -0.874 -0.549  -0.071
C: 4.119 -2.267 -0.505  0.837
C: 4.980 -2.813 0.449  -0.724
H: 5.146 -3.894 0.470  0.273
C: 5.655 -2.007 1.365  0.880
C: 6.632 -2.588 2.341  -1.466
H: 6.231 -2.572 3.366  0.286
H: 7.572 -2.015 2.349  0.352
H: 6.855 -3.630 2.078  0.368
C: 5.400 -0.636 1.354  -1.118
H: 5.918 0.006 2.073  0.313
C: 4.531 -0.059 0.426  1.222
C: 4.233 1.407 0.462  -1.481
H: 4.589 1.886 -0.460  0.302
H: 4.791 1.826 1.303  0.418
H: 3.166 1.644 0.607  0.108
C: 3.385 -3.179 -1.438  -1.674
H: 4.012 -3.401 -2.311  0.366
H: 2.442 -2.745 -1.784  0.012
H: 3.167 -4.127 -0.929  0.461
C: -3.112 3.909 2.039  -0.509
N: -1.805 3.977 2.673  0.430
C: -1.623 4.712 3.837  -0.147
C: -0.300 4.639 4.138  -0.845
N: 0.294 3.847 3.185  0.138
C: -0.584 3.544 2.172  -0.020
S: 0.025 3.480 0.567  -0.346
H: -3.060 3.258 1.167  -0.262
H: -3.832 3.513 2.781  0.392
H: -3.446 4.911 1.715  0.331
H: -2.489 5.213 4.310  0.390
H: 0.327 5.052 4.929  0.389
H: 1.283 3.667 3.002  0.240

Values from the calculation:
Gap between HOMO and LUMO   4.16 eV
Spin multiplicity   1
Molecular weight   730.1 g mol⁻¹
Net charge   -1

The data favor *a*; the next most stable structure lies 0.0682 hartree above it.

*a*
C3H4NO | wB97M-V/def2-TZVPD

Last column: Mulliken spin population.
Geometry (Å):
C: 1.735 0.040 -0.051  1.213
C: -0.552 -0.595 0.203  0.409
C: -0.443 0.862 0.291  0.050
N: 0.568 -1.145 0.048  0.104
O: 1.012 1.041 -0.002  0.112
H: -1.285 -0.855 -0.600  0.034
H: 0.486 -2.247 -0.209  0.003
H: -0.776 1.233 -0.681  0.041
H: -0.745 1.666 1.000  0.034

Values from the calculation:
Gap between HOMO and LUMO (spin up / spin down)   6.89 / 9.34 eV
Spin multiplicity   3
Molecular weight   70.1 g mol⁻¹
Net charge   +1
Expectation value of S²   2.02

*b*
C3H4NO | wB97M-V/def2-TZVPD

Last column: Mulliken spin population.
Geometry (Å):
C: 0.907 0.948 -0.037  0.557
C: 0.768 -1.652 0.040  0.562
C: -0.875 -0.065 0.047  0.438
N: -0.309 -1.238 -0.068  -0.068
O: 1.708 0.138 0.010  0.336
H: 1.004 2.068 -0.178  0.124
H: 1.479 -2.537 0.178  0.016
H: -1.294 0.119 1.104  0.022
H: -1.747 0.222 -0.730  0.013

Values from the calculation:
Gap between HOMO and LUMO (spin up / spin down)   6.15 / 9.10 eV
Spin multiplicity   3
Molecular weight   70.1 g mol⁻¹
Net charge   +1
Expectation value of S²   2.01

The data favor *a*; the next most stable structure lies 0.0274 hartree above it.